# 1
This record from the Open Molecules 2025 dataset describes a molecular structure, C28H38BN7O4S3Sr in a non-equilibrium geometry. The level of theory is the ωB97M-V functional and the def2-TZVPD basis.

DFT total energy ... -3024.34999 a.u.
HOMO ... -7.956 eV
Energy above the lowest of the compared OMol25 structures with the same formula, charge and spin ... 8.6 kcal/mol
2S+1 ... 1
Net charge ... 0
E_LUMO ... -0.0080 Eh

Last column: Löwdin charge in e.
Positions of all 82 atoms, in Å:
Sr (-0.87353, 0.98063, 0.88945)  1.0892
C (-1.28847, -1.22799, -3.96506)  -0.0893
C (-0.84370, -2.56175, -3.37644)  -0.5376
C (-2.06712, -3.28774, -2.81974)  -0.0237
C (-0.19151, -3.37586, -4.49597)  -0.0356
N (0.15303, -2.46071, -2.25239)  0.0092
C (0.72284, -3.62977, -1.76068)  -0.0509
C (1.56308, -3.28251, -0.77917)  -0.0581
N (1.51581, -1.90803, -0.64014)  0.0241
B (2.42630, -1.28811, 0.46533)  -0.5833
N (1.90645, -1.61294, 1.89495)  0.0293
C (2.84263, -1.70119, 2.90348)  -0.0624
C (2.20145, -1.95912, 4.05156)  -0.0357
N (0.84500, -2.02209, 3.75353)  0.0083
C (0.67865, -1.81458, 2.41839)  -0.6762
S (-0.82351, -1.83808, 1.55985)  0.5701
C (-0.21326, -2.40188, 4.74591)  -0.5477
C (-1.26697, -1.29713, 4.81409)  -0.0496
C (0.42452, -2.53731, 6.12811)  -0.0566
C (-0.81507, -3.74672, 4.35423)  -0.0430
N (2.75105, 0.21627, 0.23098)  0.0282
C (3.53565, 0.49585, -0.86725)  -0.0757
C (3.73183, 1.82035, -0.91878)  -0.0320
N (3.06408, 2.37241, 0.16470)  0.0150
C (2.47185, 1.37392, 0.87143)  -0.6679
S (1.53047, 1.57798, 2.31205)  0.5785
C (3.05120, 3.84337, 0.48677)  -0.5400
C (3.72723, 4.05795, 1.83653)  -0.0483
C (1.61721, 4.36524, 0.47367)  -0.0412
C (3.84385, 4.59140, -0.58566)  -0.0548
C (0.64233, -1.40477, -1.54190)  -0.6713
S (0.21534, 0.25115, -1.71746)  0.6176
H (-1.93858, -1.47243, -4.80780)  0.0905
H (-0.45247, -0.63521, -4.33019)  0.0715
H (-1.84612, -0.62070, -3.25830)  0.0388
H (-2.81635, -3.39496, -3.60568)  0.0925
H (-2.50276, -2.71469, -1.99925)  0.0905
H (-1.81895, -4.28299, -2.44839)  0.0805
H (-0.87994, -3.42749, -5.33970)  0.0898
H (0.04067, -4.39776, -4.19666)  0.0727
H (0.72908, -2.89453, -4.82986)  0.0969
H (0.47629, -4.60049, -2.14716)  0.1168
H (2.18686, -3.89071, -0.14795)  0.1279
H (3.48726, -1.86932, 0.37500)  0.1248
H (3.89005, -1.55250, 2.71027)  0.1278
H (2.59168, -2.07126, 5.04282)  0.1118
H (-0.78771, -0.32754, 4.96719)  0.0937
H (-1.92223, -1.49141, 5.66456)  0.0885
H (-1.86596, -1.25488, 3.90862)  0.0287
H (0.90264, -1.61179, 6.45372)  0.0915
H (1.15039, -3.35027, 6.16938)  0.0868
H (-0.37014, -2.76879, 6.83615)  0.0904
H (-1.29680, -3.69709, 3.37959)  0.0351
H (-1.55848, -4.03723, 5.09906)  0.0915
H (-0.03697, -4.51210, 4.32864)  0.0923
H (3.86738, -0.28082, -1.53364)  0.1302
H (4.26861, 2.40536, -1.63717)  0.1132
H (3.17988, 3.57018, 2.64147)  0.0311
H (3.76770, 5.12971, 2.03929)  0.0902
H (4.74915, 3.67247, 1.81693)  0.0911
H (1.03431, 3.95759, 1.29495)  0.0345
H (1.10808, 4.12599, -0.46113)  0.0817
H (1.64153, 5.45218, 0.57630)  0.0955
H (4.88593, 4.27047, -0.62880)  0.0852
H (3.83354, 5.64923, -0.32518)  0.0910
H (3.38906, 4.49082, -1.57260)  0.0932
O (-1.24167, 4.15590, -1.47182)  0.0672
C (-1.94435, 3.30655, -0.96035)  -0.6161
O (-1.75612, 2.74555, 0.19820)  -0.3980
C (-3.15872, 2.80442, -1.71368)  -0.1136
C (-3.55281, 1.47111, -1.64807)  -0.0209
C (-4.65096, 1.01701, -2.35757)  0.0064
C (-5.35177, 1.93201, -3.11755)  -0.1434
C (-4.99126, 3.26118, -3.20790)  0.0138
C (-3.87397, 3.68986, -2.50891)  0.0096
N (-6.53698, 1.46214, -3.87852)  -0.3525
O (-7.19097, 2.29954, -4.46270)  0.0755
O (-6.87819, 0.30843, -3.72197)  0.0707
H (-2.96360, 0.75889, -1.08206)  0.0804
H (-4.96311, -0.01698, -2.33685)  0.1191
H (-5.57298, 3.93346, -3.82075)  0.1200
H (-3.53792, 4.71566, -2.57833)  0.1248

***

# 2
This record from the Open Molecules 2025 dataset describes 6 unconnected molecules or ions with the total composition C28H38ClFN6O2 in a non-equilibrium geometry. The level of theory is the ωB97M-V functional and the def2-TZVPD basis.

SMILES ... O=C1N[C@@H](Cl)[C@@H](CCCCO)[C@@H]1F.c1cc[nH]c1.c1cc[nH]c1.c1cc[nH]c1.c1cc[nH]c1.c1cc[nH]c1
DFT total energy ... -2128.76508 a.u.
HOMO ... -8.194 eV
2S+1 ... 1
Net charge ... 0
E_LUMO ... 0.0080 Eh

Last column: Löwdin charge in e.
Positions of all 76 atoms, in Å:
O (5.21528, 0.56448, 7.42532)  0.1394
C (4.49433, 0.57474, 6.46751)  -0.4105
N (3.97824, 1.72027, 5.83499)  0.0720
C (2.58705, 1.42510, 5.52467)  -0.6033
Cl (2.01594, 2.43557, 4.14987)  0.6674
C (2.50797, -0.12486, 5.30846)  -0.2189
C (2.07366, -0.64490, 3.92794)  -0.1714
C (1.19878, -1.90972, 3.95586)  -0.1772
C (0.03894, -1.91228, 4.96172)  -0.1800
C (-0.78054, -0.62124, 5.04520)  -0.2468
O (-1.07729, -0.08602, 3.75355)  -0.0688
C (3.91669, -0.60046, 5.70443)  -0.2068
F (3.88370, -1.74428, 6.47766)  0.0311
H (4.07421, 2.53120, 6.43733)  0.1444
H (1.92844, 1.72980, 6.34156)  0.1070
H (1.87060, -0.50664, 6.11340)  0.1387
H (1.54857, 0.12260, 3.36291)  0.0308
H (2.98339, -0.86645, 3.35787)  0.1228
H (0.76991, -2.03620, 2.95525)  0.0979
H (1.82508, -2.79129, 4.12838)  0.1171
H (-0.65014, -2.71225, 4.66518)  0.1142
H (0.39405, -2.17446, 5.96583)  0.1121
H (-0.29437, 0.13920, 5.67116)  0.1078
H (-1.73554, -0.84871, 5.53390)  0.1164
H (-0.64417, 0.77027, 3.67145)  0.0575
H (4.54367, -0.81775, 4.83278)  0.1674
C (1.30663, 1.98108, -1.25070)  -0.1158
C (1.19729, 0.57336, -1.06801)  -0.1183
C (1.02905, 0.35362, 0.27392)  -0.1331
N (1.03783, 1.56402, 0.90087)  0.0123
C (1.20542, 2.56430, -0.01485)  -0.1222
H (1.45319, 2.50248, -2.18257)  0.0843
H (1.24129, -0.18810, -1.83046)  0.0872
H (0.90491, -0.55720, 0.83652)  0.0963
H (0.94442, 1.68493, 1.89218)  0.0598
H (1.23974, 3.59695, 0.28600)  0.1099
C (0.60780, -5.53462, 0.51838)  -0.1075
C (1.64281, -4.94636, -0.26078)  -0.1095
C (1.21784, -3.69733, -0.62393)  -0.1463
N (-0.03098, -3.50881, -0.09585)  0.0016
C (-0.41128, -4.62446, 0.60040)  -0.1523
H (0.61139, -6.51469, 0.96469)  0.0899
H (2.58882, -5.38956, -0.52226)  0.0893
H (1.69551, -2.92883, -1.20759)  0.0998
H (-0.58355, -2.67786, -0.20478)  0.1330
H (-1.36696, -4.67669, 1.09226)  0.1036
C (-0.74205, 2.38491, -6.00614)  -0.1099
C (-1.20877, 1.05442, -6.18376)  -0.1084
C (-1.11348, 0.42401, -4.97144)  -0.1387
N (-0.60467, 1.31843, -4.07197)  0.0125
C (-0.37565, 2.51492, -4.69198)  -0.1520
H (-0.67745, 3.15399, -6.75766)  0.0797
H (-1.57215, 0.61271, -7.09623)  0.0890
H (-1.36304, -0.58041, -4.67540)  0.1048
H (-0.42340, 1.12813, -3.10136)  0.1068
H (0.02831, 3.35220, -4.14863)  0.0954
C (-0.76586, 7.74176, -7.42029)  -0.1132
C (-0.86279, 6.33761, -7.21813)  -0.1109
C (-1.01656, 6.12763, -5.87400)  -0.1384
N (-1.01731, 7.34969, -5.25885)  0.0000
C (-0.86454, 8.33842, -6.19226)  -0.1457
H (-0.63925, 8.25327, -8.35949)  0.0884
H (-0.82487, 5.57163, -7.97443)  0.0860
H (-1.12982, 5.21849, -5.30901)  0.0843
H (-1.11439, 7.49795, -4.27228)  0.1414
H (-0.84109, 9.37556, -5.90579)  0.1033
C (-4.86723, -4.39394, -0.32324)  -0.1100
C (-3.68337, -4.31340, -1.10697)  -0.1136
C (-3.93381, -4.94838, -2.29335)  -0.1350
N (-5.22065, -5.40913, -2.25542)  0.0003
C (-5.79678, -5.07766, -1.06004)  -0.1429
H (-5.01837, -3.99700, 0.66664)  0.0884
H (-2.75527, -3.84500, -0.83405)  0.0621
H (-3.30798, -5.11190, -3.15341)  0.1066
H (-5.67250, -5.91766, -2.99190)  0.1428
H (-6.81279, -5.35323, -0.83673)  0.1045

***

# 3
This record from the Open Molecules 2025 dataset describes a molecular structure, C28H38CuIN2OPSi in a non-equilibrium geometry. The level of theory is the ωB97M-V functional and the def2-TZVPD basis.

DFT total energy ... -3843.64523 a.u.
HOMO ... -3.211 eV
2S+1 ... 1
Net charge ... -1
E_LUMO ... 0.0871 Eh

Last column: Löwdin charge in e.
Positions of all 73 atoms, in Å:
Cu (1.08385, 0.83022, -0.38250)  -0.2707
C (-2.84878, 2.27839, -0.59485)  -0.1951
Si (-1.27473, 2.49702, 0.46433)  0.3779
C (-1.60896, 3.28485, 2.11958)  -0.1937
C (-0.09297, 3.65505, -0.51974)  -0.1861
N (-0.55771, 0.95197, 0.64725)  -0.1328
C (-0.89107, -0.02849, 1.51361)  -0.3024
C (-1.98055, 0.02017, 2.37074)  -0.0760
C (-2.21561, -0.99259, 3.31793)  -0.1476
C (-1.39075, -2.08835, 3.42790)  -0.1481
C (-0.24754, -2.22431, 2.56965)  -0.0302
C (-0.01285, -1.23142, 1.62502)  -0.1792
O (0.90448, -1.27870, 0.59736)  -0.0869
C (1.97931, -2.18866, 0.63506)  -0.2456
C (2.92968, -2.09589, 1.64492)  -0.0173
C (4.01157, -2.98355, 1.61229)  -0.1011
C (4.08921, -3.99639, 0.66564)  -0.1012
C (3.07190, -4.07945, -0.31737)  -0.0803
C (2.03720, -3.17115, -0.35235)  -0.0049
H (-3.33945, 3.26612, -0.83726)  0.0264
H (-3.65092, 1.68346, -0.11932)  0.0104
H (-2.68479, 1.77809, -1.56197)  -0.0271
H (-1.58719, 4.37633, 1.93813)  0.0200
H (-0.85428, 3.01330, 2.87285)  0.0369
H (-2.62065, 3.00621, 2.47026)  0.0197
H (-0.51332, 4.66956, -0.42928)  0.0158
H (-0.00043, 3.47412, -1.59928)  0.0217
H (0.90300, 3.69005, -0.11438)  -0.0168
H (-2.60205, 0.94795, 2.39839)  0.0813
H (-2.98153, -0.83820, 4.09779)  0.0930
H (-1.63108, -2.87808, 4.12050)  0.0717
H (0.40770, -3.07729, 2.63851)  0.0968
H (2.81126, -1.34363, 2.42679)  0.1252
H (4.79458, -2.90281, 2.40772)  0.1081
H (4.86861, -4.73105, 0.66852)  0.0827
H (3.08559, -4.85083, -1.08377)  0.0997
H (1.32164, -3.15269, -1.17107)  0.1115
C (-2.41950, -0.31353, -4.21567)  -0.2983
P (-2.45787, -0.84885, -2.44075)  0.9376
C (-1.34220, -2.31120, -2.74701)  -0.2947
C (-4.04351, -1.72177, -2.36524)  -0.4245
C (-4.78350, -1.46131, -1.23108)  -0.1113
C (-6.08289, -2.00411, -1.06844)  -0.0747
C (-6.65104, -2.75273, -2.11134)  -0.1107
C (-5.87481, -3.01936, -3.22856)  -0.1109
C (-4.59450, -2.48643, -3.39050)  -0.0945
H (-2.61675, -1.13638, -4.91457)  0.0203
H (-1.43577, 0.11072, -4.40575)  0.0123
H (-3.18737, 0.43393, -4.41160)  0.0308
H (-1.70914, -2.77626, -3.67483)  0.0230
H (-1.36868, -3.06278, -1.96146)  0.0335
H (-0.33762, -1.92384, -2.88524)  -0.0440
H (-4.32234, -0.88945, -0.42230)  0.0879
H (-6.63196, -1.75100, -0.16637)  0.0930
H (-7.67511, -3.07076, -2.12700)  0.0860
H (-6.30613, -3.66166, -4.02238)  0.1024
H (-4.01543, -2.63633, -4.29988)  0.0892
I (1.72565, 0.38911, -2.74051)  0.0586
C (4.28719, 4.13680, 1.82561)  -0.0561
C (4.85025, 2.86744, 1.14477)  -0.6128
C (5.88453, 3.09779, 0.06098)  -0.0449
C (5.23504, 1.85884, 2.21443)  -0.0547
C (3.61639, 2.27945, 0.54400)  -0.1105
N (2.65043, 1.73334, 0.21199)  0.1463
H (5.09228, 4.67953, 2.35931)  0.0829
H (3.47576, 3.85329, 2.56120)  0.1064
H (3.88911, 4.81685, 1.00441)  0.1066
H (6.80193, 3.57781, 0.47559)  0.0931
H (5.46270, 3.73832, -0.73264)  0.0950
H (6.18742, 2.10992, -0.35433)  0.1004
H (6.07972, 2.24400, 2.82223)  0.0950
H (5.57328, 0.94883, 1.70670)  0.0897
H (4.33209, 1.66243, 2.81864)  0.0969

***

The highest DFT total energy belongs to which entry? C28H38ClFN6O2